(1)
C24H36LiO18 as an isolated structure at a distorted geometry, computed with the ωB97M-V functional and the def2-TZVPD basis.

Atoms and positions in Å:
Li (0.379, 1.038, 0.062)
C (-2.908, -4.141, -1.172)
C (-1.365, -3.710, -1.475)
C (-1.273, -2.863, -2.773)
O (-0.401, -1.806, -2.325)
C (-0.398, -1.798, -0.948)
O (0.093, -0.929, -0.200)
O (-1.029, -2.844, -0.544)
H (-3.640, -3.282, -1.122)
H (-3.118, -4.797, -0.288)
H (-3.483, -4.784, -1.876)
H (-0.689, -4.497, -1.561)
H (-1.974, -2.444, -3.185)
H (-0.901, -3.509, -3.767)
C (4.935, -2.333, 2.607)
C (4.685, -0.784, 2.953)
C (5.439, 0.206, 1.972)
O (4.433, 0.493, 1.078)
C (3.239, 0.016, 1.551)
O (2.179, 0.303, 1.040)
O (3.298, -0.611, 2.694)
H (4.529, -2.637, 1.532)
H (4.190, -3.007, 3.209)
H (5.901, -2.805, 2.683)
H (5.080, -0.746, 3.942)
H (6.402, -0.196, 1.461)
H (5.698, 1.133, 2.687)
C (-4.678, -0.832, -1.957)
C (-4.164, 0.605, -1.874)
C (-4.691, 1.387, -0.590)
O (-3.489, 2.077, -0.249)
C (-2.439, 1.594, -0.925)
O (-1.232, 1.983, -0.794)
O (-2.736, 0.669, -1.722)
H (-4.392, -1.394, -1.113)
H (-3.991, -1.241, -2.748)
H (-5.628, -0.966, -1.998)
H (-4.372, 1.098, -2.694)
H (-4.988, 0.879, 0.263)
H (-5.380, 2.133, -0.934)
C (-3.613, -2.110, 1.945)
C (-3.517, -0.784, 2.633)
C (-2.909, -0.662, 4.032)
O (-1.653, 0.058, 3.891)
C (-1.481, 0.212, 2.595)
O (-0.559, 0.935, 2.274)
O (-2.505, -0.141, 1.844)
H (-4.303, -2.705, 2.494)
H (-2.651, -2.664, 1.817)
H (-4.036, -1.823, 0.914)
H (-4.321, -0.360, 2.535)
H (-2.637, -1.634, 4.465)
H (-3.444, -0.075, 4.828)
C (4.497, 4.027, 3.338)
C (3.120, 3.982, 3.281)
C (2.505, 5.271, 2.722)
O (2.021, 5.038, 1.478)
C (2.061, 3.708, 1.276)
O (1.705, 3.150, 0.294)
O (2.697, 3.144, 2.288)
H (4.738, 4.918, 3.984)
H (4.836, 4.226, 2.168)
H (4.835, 2.973, 3.609)
H (2.656, 3.777, 4.055)
H (3.191, 6.154, 2.636)
H (1.798, 5.567, 3.469)
C (0.993, -1.603, -5.616)
C (1.282, -0.110, -5.139)
C (-0.061, 0.816, -5.094)
O (0.081, 1.526, -3.795)
C (0.934, 0.937, -3.083)
O (1.189, 1.168, -1.887)
O (1.554, -0.147, -3.681)
H (1.236, -2.043, -6.631)
H (0.042, -1.774, -5.386)
H (1.630, -2.042, -5.013)
H (2.093, 0.627, -5.685)
H (-1.028, 0.234, -4.845)
H (-0.096, 1.592, -5.947)

Atoms 1-6, force components in eV/Å:
Li 0.522 0.271 -0.058
C -0.924 -0.686 -0.103
C -5.759 -1.189 -3.626
C 8.589 -5.739 1.446
O 0.610 0.353 0.601
C 2.130 4.023 0.140

HOMO energy   -0.44564 Eh
LUMO   -1.6951 eV
Kohn-Sham gap   10.43 eV
Energy relative to the best compared isomer or geometry (same formula, charge and spin)   49.5 kcal/mol
Total charge   +1

Here are the Löwdin charges for atoms 1 to 5, given in e: 0.66, 0.01, -0.28, -0.05, 0.07

***

(2)
C17H15HfN5S3 as an isolated structure at a distorted geometry, computed with the ωB97M-V functional and the def2-TZVPD basis.

Atoms and positions in Å:
Hf (0.675, -0.475, -0.928)
C (-2.564, 0.496, -1.362)
N (-1.281, 0.925, -1.993)
C (-0.954, 2.365, -1.816)
C (0.049, 2.562, -0.709)
N (0.656, 1.519, -0.152)
C (1.674, 2.021, 0.644)
C (2.668, 1.330, 1.334)
C (3.615, 2.103, 1.974)
C (3.547, 3.502, 1.947)
C (2.567, 4.194, 1.262)
C (1.625, 3.428, 0.584)
N (0.578, 3.722, -0.278)
C (-2.377, -0.758, -0.555)
N (-1.186, -1.086, -0.059)
C (-1.340, -2.316, 0.565)
C (-0.382, -3.129, 1.166)
C (-0.837, -4.324, 1.688)
C (-2.192, -4.679, 1.630)
C (-3.143, -3.884, 1.021)
C (-2.693, -2.692, 0.468)
N (-3.307, -1.680, -0.252)
H (-3.334, 0.323, -2.125)
H (-2.936, 1.291, -0.702)
H (-1.382, 0.763, -2.999)
H (-1.857, 2.965, -1.652)
H (-0.483, 2.731, -2.739)
H (2.698, 0.233, 1.332)
H (4.429, 1.627, 2.497)
H (4.302, 4.058, 2.477)
H (2.564, 5.271, 1.233)
H (0.322, 4.663, -0.549)
H (0.671, -2.832, 1.205)
H (-0.142, -5.009, 2.150)
H (-2.501, -5.610, 2.077)
H (-4.175, -4.186, 0.964)
H (-4.281, -1.688, -0.524)
S (3.995, -2.925, -2.659)
C (2.755, -1.996, -2.228)
S (2.890, -0.236, -1.889)
S (1.069, -2.589, -2.043)

Atoms 1-6, force components in eV/Å:
Hf 0.087 -0.195 -1.542
C -0.357 -0.057 0.206
N 0.557 -0.418 0.075
C 0.029 0.408 -0.047
C -0.071 0.145 -0.076
N -0.104 0.917 -0.117

HOMO energy   -0.50640 Eh
LUMO   -7.6411 eV
Kohn-Sham gap   6.14 eV
Total charge   +2

Here are the natural (NBO) charges for atoms 1 to 5, given in e: 2.06, -0.28, -0.65, -0.28, 0.45

***

(3)
One molecule with the formula C4H5BrN2O2 at a distorted geometry, computed with the ωB97M-V functional and the def2-TZVPD basis.

Atoms and positions in Å:
C (-1.222, -1.271, 0.380)
C (0.741, 1.515, -0.110)
C (-1.012, -1.431, -1.095)
C (0.435, 0.011, -0.157)
N (-0.407, -0.450, 0.890)
N (0.923, 1.947, 1.149)
O (0.792, 2.194, -1.101)
O (-0.032, -0.443, -1.358)
Br (2.267, -0.857, 0.245)
H (-1.962, -1.787, 0.962)
H (-0.635, -2.433, -1.343)
H (-1.903, -1.222, -1.692)
H (0.856, 1.316, 1.929)
H (1.160, 2.913, 1.302)

Atoms 1-6, force components in eV/Å:
C -0.926 -1.270 -0.831
C -0.102 -0.314 0.740
C -0.409 -0.028 0.349
C -5.436 0.967 0.472
N 1.814 2.300 -0.358
N 0.255 0.231 0.325

Multiplicity   3
HOMO energy (alpha / beta)   -0.20470 / -0.36578 Eh
LUMO (alpha / beta)   0.7930 / -4.1949 eV
Kohn-Sham gap (alpha / beta)   6.36 / 5.76 eV

Here are the natural (NBO) charges for atoms 1 to 5, given in e: 0.03, 0.61, -0.15, 0.21, -0.44

***

(4)
A 11-piece molecular cluster, H24NO10 overall at a distorted geometry, computed with the ωB97M-V functional and the def2-TZVPD basis.

Atoms and positions in Å:
N (-0.191, -0.201, 0.053)
H (-0.878, -0.727, 0.587)
H (-0.644, 0.494, -0.716)
H (0.383, -1.066, -0.142)
H (0.394, 0.508, 0.664)
O (2.706, 1.061, 2.569)
H (3.565, 0.950, 3.181)
H (2.327, 1.889, 2.364)
O (-0.480, -1.837, -2.484)
H (0.048, -1.964, -3.313)
H (-0.935, -0.958, -2.682)
O (2.562, -2.282, -1.065)
H (2.151, -3.091, -0.618)
H (3.037, -1.981, -0.235)
O (2.307, 0.947, -0.882)
H (2.570, 0.973, -1.716)
H (3.105, 0.297, -0.831)
O (0.001, -1.882, 2.354)
H (0.630, -2.167, 3.187)
H (-0.613, -1.444, 3.018)
O (-2.321, 1.807, 1.237)
H (-2.092, 2.167, 2.062)
H (-2.231, 2.615, 0.564)
O (-3.326, -0.439, -1.291)
H (-3.338, -1.316, -0.847)
H (-3.884, -0.587, -1.946)
O (1.204, 2.766, 1.049)
H (1.667, 2.798, 0.229)
H (0.942, 3.638, 1.137)
O (-0.334, 2.357, -2.006)
H (0.644, 2.722, -2.295)
H (-0.706, 2.171, -2.870)
O (-2.641, -2.389, 0.422)
H (-2.648, -3.281, -0.076)
H (-2.983, -2.551, 1.339)

Atoms 1-6, force components in eV/Å:
N 0.781 2.115 0.252
H -0.941 0.998 0.392
H 1.407 -2.643 1.664
H 0.070 1.769 -1.322
H -1.402 -1.974 -1.092
O 3.239 -3.671 2.065

HOMO energy   -0.50192 Eh
LUMO   -2.8362 eV
Kohn-Sham gap   10.82 eV
Energy relative to the best compared isomer or geometry (same formula, charge and spin)   98.8 kcal/mol
Total charge   +1

Here are the natural (NBO) charges for atoms 1 to 5, given in e: -0.94, 0.46, 0.50, 0.47, 0.48

***

(5)
A 2-piece molecular cluster, C2HBr2ClO overall at a distorted geometry, computed with the ωB97M-V functional and the def2-TZVPD basis.

Atoms and positions in Å:
O (0.011, -0.288, -2.063)
C (-0.345, -0.476, -0.999)
C (-0.744, -0.739, 0.191)
Br (-1.134, 0.918, 1.218)
Br (-0.998, -2.349, 0.977)
Cl (2.222, 1.479, 0.188)
H (0.987, 1.455, 0.488)

Atoms 1-6, force components in eV/Å:
O 0.613 0.503 -1.889
C -0.001 -0.557 -0.048
C -0.853 2.123 2.238
Br -0.041 -1.166 -0.616
Br -0.075 -1.030 0.328
Cl 0.705 0.029 -0.222

HOMO energy   -0.34320 Eh
SMILES   O=C=C(Br)Br.Cl
LUMO   -0.8897 eV
Kohn-Sham gap   8.45 eV
Energy relative to the best compared isomer or geometry (same formula, charge and spin)   33.8 kcal/mol

Here are the natural (NBO) charges for atoms 1 to 5, given in e: -0.38, 0.66, -0.54, 0.09, 0.20

***

(6)
One molecule with the formula C3H8N2OS at a distorted geometry, computed with the ωB97M-V functional and the def2-TZVPD basis.

Atoms and positions in Å:
N (-0.692, 0.702, 1.944)
C (0.140, 1.652, 1.393)
O (0.527, 2.741, 1.848)
N (0.381, 1.403, -0.066)
C (0.585, -0.071, -0.418)
C (-0.568, -0.832, -0.972)
S (-0.097, -2.433, -1.766)
H (-1.085, 0.915, 2.856)
H (-0.507, -0.373, 2.110)
H (1.235, 1.789, -0.311)
H (1.179, -0.629, 0.447)
H (1.370, 0.071, -1.234)
H (-0.876, -0.063, -1.649)
H (-1.398, -0.967, -0.291)
H (-1.342, -2.986, -1.612)

Atoms 1-6, force components in eV/Å:
N -0.435 -2.992 2.189
C 1.329 2.133 -2.665
O -1.326 -2.848 -0.289
N -1.978 -3.023 2.978
C 3.772 0.278 1.376
C -0.311 0.461 -0.167

HOMO energy   -0.34720 Eh
SMILES   NC(=O)NCCS
LUMO   0.5721 eV
Kohn-Sham gap   10.02 eV
Energy relative to the best compared isomer or geometry (same formula, charge and spin)   38.0 kcal/mol

Here are the natural (NBO) charges for atoms 1 to 5, given in e: -0.89, 0.78, -0.60, -0.63, -0.24

***

(7)
An isolated ion of composition C2H9NO4P and charge +1 at a distorted geometry, computed with the ωB97M-V functional and the def2-TZVPD basis.

Atoms and positions in Å:
C (-1.805, 1.524, 0.311)
O (-1.353, 0.400, 1.154)
P (-0.418, -0.663, 0.467)
O (-0.019, -1.737, 1.343)
C (1.147, 0.034, -0.296)
N (2.216, -0.884, 0.151)
O (-1.293, -1.128, -0.920)
O (-2.571, -1.354, -0.294)
H (-1.731, 2.376, 0.918)
H (-2.725, 1.114, 0.100)
H (-1.222, 1.724, -0.709)
H (1.290, 0.973, 0.121)
H (1.133, 0.060, -1.419)
H (1.926, -1.857, -0.276)
H (1.919, -1.208, 1.181)
H (3.169, -0.385, 0.083)
H (-2.989, -2.070, -0.749)

Atoms 1-6, force components in eV/Å:
C 2.363 -0.754 -1.782
O 2.351 0.171 -0.792
P -2.376 0.585 -2.122
O 1.082 -1.183 0.943
C -1.566 -1.464 -1.554
N -1.035 -1.907 1.944

HOMO energy   -0.53696 Eh
SMILES   CO[P@](=O)(C[NH3+])OO
LUMO   -3.9042 eV
Kohn-Sham gap   10.71 eV
Energy relative to the best compared isomer or geometry (same formula, charge and spin)   61.4 kcal/mol
Total charge   +1

Here are the natural (NBO) charges for atoms 1 to 5, given in e: -0.25, -0.78, 2.32, -1.08, -0.61

***

(8)
One molecule with the formula C6H8N4O at a distorted geometry, computed with the ωB97M-V functional and the def2-TZVPD basis.

Atoms and positions in Å:
C (1.837, 2.629, 0.095)
C (1.773, 1.430, -0.158)
C (-1.704, -1.064, 0.331)
C (-2.633, -0.079, 0.074)
C (3.021, -0.839, 0.062)
C (1.679, -0.274, -0.437)
N (-0.799, 0.800, -0.577)
N (0.559, -0.954, 0.094)
N (-0.546, -0.406, -0.121)
N (-4.012, -0.131, 0.347)
O (-2.133, 0.933, -0.451)
H (1.748, 3.569, 0.539)
H (-1.674, -2.026, 0.838)
H (3.459, -0.129, 0.755)
H (3.780, -1.018, -0.752)
H (2.660, -1.829, 0.570)
H (1.729, -0.251, -1.528)
H (-4.377, -1.040, 0.391)
H (-4.368, 0.680, -0.072)

Atoms 1-6, force components in eV/Å:
C -0.207 -3.533 -0.405
C -0.333 -0.727 0.374
C -0.337 1.677 -0.638
C -3.015 -5.906 2.982
C -0.881 -1.822 0.359
C 1.803 4.035 -0.646

HOMO energy   -0.30622 Eh
LUMO   0.6376 eV
Kohn-Sham gap   8.97 eV
Energy relative to the best compared isomer or geometry (same formula, charge and spin)   167.2 kcal/mol

Here are the natural (NBO) charges for atoms 1 to 5, given in e: -0.31, -0.04, -0.26, 0.51, -0.62